DFT (ωB97M-V/def2-TZVPD) results for a structure of composition CH3AgClNO2.

Positions of all 9 atoms, in Å:
Ag: -1.8859 -2.2226 -4.0632
Cl: -1.7384 -0.1838 -2.2904
C: -0.0655 0.0667 1.0451
N: 1.2220 0.7282 0.7167
O: 1.9921 0.9293 1.6143
O: 1.4088 1.0330 -0.4463
H: -0.1935 0.2465 2.1088
H: 0.1194 -0.9997 0.9181
H: -0.8590 0.4024 0.3969

Summary:
Frontier orbital gap (spin up / spin down) (eV): 7.10 / 4.18
ΔE to the lowest compared entry with this formula, charge and spin (kJ/mol): 0.0
⟨S²⟩: 0.753
LUMO level (spin up / spin down) (eV): -6.89 / -9.63
Net charge: +1
Multiplicity: 2